ORCA calculation (ωB97M-V/def2-TZVPD) on a single C5H11N molecule at a distorted geometry.

Values from the calculation:
- Highest occupied orbital energy: -7.7 eV
- E_LUMO: 0.03883 hartree
- DFT total energy: -251.7862 Eh
- ΔE to the lowest compared entry with this formula, charge and spin: 2.076 eV

Bonds (Å) are listed after each position.
Atoms and positions in Å:
1 C 1.61055 -0.59952 1.26826  C2 1.367, H7 1.105, H8 1.096
2 C 0.36387 -0.15016 0.93397  C1 1.367, N3 1.409, C4 1.454
3 N -0.31449 0.56000 1.94371  C2 1.409, H9 1.052, H10 1.067
4 C -0.50874 -0.63103 -0.12434  C2 1.454, C5 1.601, H11 1.109, H12 1.143
5 C 0.06888 -0.14776 -1.53740  C4 1.601, C6 1.521, H13 1.061, H14 1.094
6 C -0.96338 0.73476 -2.22122  C5 1.521, H15 1.120, H16 1.056, H17 1.031
7 H 2.14923 -1.37905 0.69997  C1 1.105
8 H 2.06740 -0.01156 2.07189  C1 1.096
9 H -1.30575 0.91073 1.93664  N3 1.052
10 H 0.31259 1.17400 2.55100  N3 1.067
11 H -1.53418 -0.33811 0.17808  C4 1.109
12 H -0.42681 -1.76431 -0.24414  C4 1.143
13 H 0.30673 -0.94830 -2.19150  C5 1.061
14 H 0.97111 0.41756 -1.28589  C5 1.094
15 H -1.79027 -0.02002 -2.19094  C6 1.120
16 H -0.86479 1.11722 -3.20087  C6 1.056
17 H -1.11086 1.68407 -1.84588  C6 1.031